[1]
Here is a structure of composition C23H37N2O2P3Re from the Open Molecules 2025 dataset. Energies are from ωB97M-V/def2-TZVPD.

Summary:
E_HOMO (alpha / beta): -21.10 / -21.12 eV
Spin multiplicity: 4
Charge: +4
HOMO-LUMO gap (alpha / beta): 7.490 / 4.652 eV
Strongest force on any atom: 6.3 eV Å⁻¹
Electronic energy: -2259.24093 hartree
Lowest unoccupied orbital energy (alpha / beta): -13.61 / -16.47 eV
⟨S²⟩: 3.80

```
68
Properties=species:S:1:pos:R:3:lowdin_charge:R:1
P 2.3237 -0.6242 -0.3121 0.85
C 3.2913 -0.8000 1.2491 -0.23
H 4.3538 -0.8333 0.9676 0.09
H 3.0239 -1.7342 1.7589 0.07
H 3.1294 0.0541 1.9184 0.04
C 2.9942 -2.1103 -1.1370 -0.20
H 2.9651 -2.0269 -2.2237 0.04
H 2.4095 -2.9819 -0.8313 0.06
H 4.0374 -2.2563 -0.8321 0.09
C 3.2986 0.7838 -1.0191 -0.20
H 4.3499 0.4753 -1.0995 0.09
H 3.2263 1.6606 -0.3611 0.07
H 2.9248 1.0602 -2.0088 0.02
P -0.6996 2.4272 -0.8420 0.75
C -0.7827 3.5107 0.6476 -0.20
H -1.1745 4.4835 0.3350 0.09
H 0.2178 3.6410 1.0699 0.06
H -1.4391 3.0871 1.4128 0.05
C 0.3578 3.5570 -1.8178 -0.17
H 0.3193 3.3374 -2.8887 0.04
H 1.3916 3.4587 -1.4647 0.07
H 0.0082 4.5852 -1.6458 0.09
C -2.4026 2.7137 -1.4794 -0.16
H -2.5043 3.7778 -1.7276 0.10
H -3.1402 2.4536 -0.7084 0.07
H -2.6064 2.1117 -2.3705 0.04
P -1.7086 -1.7733 -0.3440 0.81
C -2.5794 -2.2112 1.2118 -0.22
H -3.1902 -3.1089 1.0214 0.09
H -3.2079 -1.3712 1.5337 0.05
H -1.8360 -2.3949 1.9959 0.04
C -3.2520 -1.6756 -1.3628 -0.18
H -3.9553 -2.4521 -1.0304 0.09
H -3.0551 -1.8058 -2.4314 0.04
H -3.7163 -0.6916 -1.2109 0.07
C -0.8335 -3.3237 -0.7181 -0.20
H -1.5654 -4.1378 -0.8141 0.10
H -0.1450 -3.5498 0.1052 0.07
H -0.2532 -3.2392 -1.6414 0.02
Re -0.2158 0.2605 -0.2785 0.90
C 0.7950 1.0733 1.1322 -0.41
O 1.3425 1.6784 1.9962 0.14
C -1.7521 0.6448 0.8016 -0.41
O -2.6442 1.0480 1.4820 0.14
C -1.3556 -0.1161 -3.4789 -0.08
C -0.7521 -1.3658 -3.3581 -0.09
C 0.6366 -1.4554 -3.2617 -0.07
C 1.4192 -0.3135 -3.4191 -0.09
C 0.8127 0.9293 -3.5605 -0.08
C -0.5809 1.0282 -3.6262 -0.09
H -2.4425 -0.0415 -3.4906 0.12
H -1.3405 -2.2809 -3.3786 0.13
H 1.1104 -2.4168 -3.1048 0.12
H 2.5040 -0.3897 -3.4735 0.13
H 1.4279 1.8170 -3.6431 0.12
H -1.0620 1.9844 -3.8247 0.12
N 3.5904 -0.2256 5.3273 0.35
C 2.4514 -0.3037 5.0623 -0.03
C 1.0535 -0.3778 4.7458 -0.09
C 0.0623 -0.0849 5.7140 0.11
C -1.2618 -0.0883 5.2948 0.09
C -1.5317 -0.3944 3.9563 -0.01
N -0.5905 -0.6699 3.0617 0.08
C 0.6705 -0.7510 3.4486 -0.03
H 0.3469 0.1411 6.7476 0.17
H -2.1277 0.1205 5.9153 0.16
H -2.5510 -0.4101 3.5793 0.13
H 1.4099 -1.1165 2.7288 0.10
```


[2]
Here is a structure of composition C23H37O2Ru from the Open Molecules 2025 dataset. Energies are from ωB97M-V/def2-TZVPD.

Summary:
E_HOMO (alpha / beta): -9.00 / -11.81 eV
Spin multiplicity: 5
Charge: +1
HOMO-LUMO gap (alpha / beta): 6.047 / 6.540 eV
Strongest force on any atom: 5.1 eV Å⁻¹
Electronic energy: -1143.44284 hartree
Lowest unoccupied orbital energy (alpha / beta): -2.96 / -5.28 eV
⟨S²⟩: 6.03

```
63
Properties=species:S:1:pos:R:3:lowdin_charge:R:1
O -0.3896 0.3817 -0.4242 -0.15
C 0.7467 0.2241 -1.3121 -0.13
C 0.0688 1.1009 -2.3611 -0.07
H 0.8848 -0.8167 -1.6223 0.12
H 1.6344 0.6719 -0.8499 0.11
C -1.0412 1.3317 -1.3244 -0.55
H -0.2806 0.5103 -3.2013 0.07
H 0.6717 1.9601 -2.6740 0.13
C -2.4412 0.8074 -1.5885 -0.01
H -2.4276 -0.2701 -1.7969 0.10
H -2.9261 1.3353 -2.4193 0.10
H -3.0316 0.9960 -0.6800 0.07
C -1.0844 2.7665 -0.8507 -0.02
H -0.0755 3.1658 -0.6888 0.07
H -1.6648 2.8228 0.0826 0.06
H -1.5902 3.3799 -1.6143 0.11
Ru -0.5451 1.2660 2.6171 1.35
C 0.3072 2.5615 3.9475 -0.22
C 1.1970 1.4313 3.8367 -0.18
C 1.7262 1.4160 2.4957 -0.14
H 1.4443 0.7390 4.6360 0.12
C 1.1787 2.5300 1.7861 -0.12
C 0.2837 3.2344 2.6680 -0.18
H -0.2933 4.1238 2.4300 0.12
H -0.2022 2.8837 4.8481 0.13
H 2.3864 0.6575 2.0869 0.11
H 1.3925 2.7936 0.7560 0.11
C -1.7157 0.4828 4.1214 -0.19
C -2.3344 1.6464 3.5064 -0.22
C -2.7337 1.2676 2.1728 -0.16
H -2.5237 2.6025 3.9781 0.13
C -2.3820 -0.1067 1.9753 -0.09
C -1.7737 -0.5960 3.1682 -0.13
H -1.3924 -1.6007 3.3323 0.10
H -1.3582 0.4166 5.1459 0.13
H -3.2322 1.9232 1.4631 0.11
H -2.5579 -0.6803 1.0694 0.12
O 0.3459 -0.4449 -4.5276 -0.22
C -0.2483 0.4015 -5.5558 -0.18
C 0.0930 -0.1471 -6.9448 -0.15
H 0.1294 1.4253 -5.4299 0.12
H -1.3305 0.4575 -5.3707 0.12
C 1.1407 -1.2404 -6.6841 -0.15
H 0.4559 0.6521 -7.5934 0.11
H -0.8076 -0.5886 -7.3778 0.11
C 1.0029 -1.5469 -5.1907 -0.18
H 2.1343 -0.8460 -6.9004 0.11
H 0.9635 -2.1277 -7.2864 0.11
H 1.9571 -1.7389 -4.6923 0.12
H 0.3810 -2.4393 -5.0493 0.12
C 2.8870 -3.3090 3.3428 -0.08
C 1.5180 -3.2887 2.6428 -0.51
C 0.4310 -3.9315 3.5193 -0.08
C 1.1972 -1.8957 2.3590 0.01
H 2.8483 -2.7224 4.2688 0.08
H 3.6501 -2.8668 2.6936 0.08
H 3.1945 -4.3281 3.5952 0.08
H 1.5608 -3.8142 1.6732 0.14
H 0.2693 -3.3529 4.4378 0.08
H -0.5172 -3.9769 2.9735 0.07
H 0.7139 -4.9493 3.8059 0.08
H 0.7360 -1.5755 1.4310 0.06
H 1.3690 -1.1653 3.1446 0.04
```


[3]
Here is a structure of composition C23H38B3Cl30NO3 from the Open Molecules 2025 dataset. Energies are from ωB97M-V/def2-TZVPD.

Summary:
E_HOMO: -8.71 eV
HOMO-LUMO gap: 8.951 eV
Strongest force on any atom: 2.9 eV Å⁻¹
Electronic energy: -15060.12185 hartree
Lowest unoccupied orbital energy: 0.24 eV

```
98
Properties=species:S:1:pos:R:3:lowdin_charge:R:1
C 2.1387 -3.9518 0.0382 -0.11
C 2.0634 -3.2803 -1.3826 -0.26
C 0.6077 -3.0857 -1.9152 -0.21
C -0.3788 -2.3972 -0.8944 -0.20
C -1.8385 -2.9505 -1.1696 -0.19
C -2.7958 -2.8310 0.0730 -0.18
C -4.1324 -2.0267 -0.2842 -0.21
C -4.4373 -0.8893 0.7446 -0.22
C -3.7368 0.4805 0.4590 -0.17
C -2.2671 0.3806 -0.0818 -0.07
B -1.6128 1.7884 -0.4705 -0.49
O -1.9374 2.3814 -1.7383 0.21
B -0.7115 2.4448 -2.4476 -0.27
O 0.5660 2.5757 -1.8436 0.23
B 0.5432 2.4707 -0.4318 -0.60
N 1.8030 2.3423 0.3381 0.19
C 1.9876 1.1154 0.7142 -0.32
C 1.0879 0.3332 1.7008 -0.01
C 3.2263 0.3432 0.1304 -0.02
O -0.6821 2.4898 0.3337 0.25
H 1.2725 -4.6390 0.1394 0.08
H 3.0972 -4.4897 0.1852 0.07
H 2.0663 -3.1516 0.8137 0.06
H 2.6791 -2.3546 -1.3848 0.08
H 2.5705 -3.9779 -2.0973 0.10
H 0.6738 -2.4160 -2.8041 0.10
H 0.1764 -4.0497 -2.2548 0.10
H -0.3696 -1.3108 -1.1533 0.09
H -0.0731 -2.5008 0.1669 0.09
H -1.8090 -4.0138 -1.5106 0.10
H -2.2091 -2.3755 -2.0533 0.11
H -2.3012 -2.2113 0.8626 0.09
H -3.0288 -3.8060 0.5481 0.09
H -4.1352 -1.6611 -1.3373 0.11
H -4.9575 -2.7815 -0.2149 0.00
H -4.2830 -1.2642 1.7853 0.09
H -5.5322 -0.6940 0.6749 0.05
H -3.6854 1.0173 1.4404 0.12
H -4.3017 1.1251 -0.2474 0.12
H -2.2954 -0.2245 -1.0234 0.11
H -1.5703 -0.1213 0.6339 0.09
H -0.7821 2.4184 -3.6350 0.11
H 0.2834 0.9614 2.1485 0.09
H 1.6682 -0.1129 2.5431 0.10
H 0.5574 -0.5275 1.2195 0.07
H 4.0100 0.1745 0.9002 0.04
H 2.8409 -0.6289 -0.2560 0.06
H 3.6411 0.9636 -0.6871 0.03
C 2.3147 3.8030 3.8407 -1.56
Cl 0.6857 4.1588 4.4259 0.53
Cl 3.1844 5.2963 3.4705 0.52
Cl 3.2076 2.8406 5.0270 0.49
H 2.2284 3.2242 2.9254 -0.02
C 5.4199 3.6731 -2.4752 -1.50
Cl 7.0419 3.3136 -1.8667 0.50
Cl 5.0453 2.6893 -3.9035 0.48
Cl 4.2271 3.4416 -1.1927 0.59
H 5.3956 4.7141 -2.7775 0.01
C 2.9955 -0.7445 -6.4448 -1.54
Cl 1.7686 -2.0059 -6.6069 0.52
Cl 3.0692 -0.1371 -4.7847 0.50
Cl 4.5764 -1.3486 -6.9531 0.52
H 2.7216 0.0789 -7.0947 0.01
C 8.2784 -0.6956 -3.0975 -1.53
Cl 9.5665 -0.7980 -4.3068 0.54
Cl 7.0023 0.3981 -3.6383 0.48
Cl 7.6202 -2.2998 -2.7546 0.53
H 8.7023 -0.2981 -2.1817 0.01
C 12.3743 1.6119 -5.6440 -1.56
Cl 11.8887 2.6828 -6.9632 0.52
Cl 13.5263 0.3991 -6.2184 0.52
Cl 13.0647 2.5422 -4.3091 0.52
H 11.4902 1.0982 -5.2793 -0.04
C 6.6436 1.0078 3.0603 -1.53
Cl 7.9208 0.8504 1.8481 0.52
Cl 5.3601 2.0711 2.4773 0.53
Cl 5.9902 -0.5793 3.4851 0.52
H 7.0732 1.4494 3.9524 0.02
C -6.3607 -4.9347 1.7060 -1.51
Cl -6.8248 -3.9990 0.2810 0.57
Cl -5.2278 -6.2185 1.2669 0.53
Cl -5.6589 -3.8790 2.9388 0.53
H -7.2526 -5.3931 2.1179 0.01
C -9.0037 0.4586 1.4607 -1.54
Cl -8.1397 1.5168 0.3389 0.53
Cl -10.4954 -0.1425 0.7263 0.53
Cl -7.9724 -0.8821 1.9669 0.51
H -9.2655 1.0360 2.3406 -0.04
C -7.2149 0.2241 5.8692 -1.52
Cl -5.9183 0.0049 4.6894 0.51
Cl -8.4798 1.2746 5.2153 0.49
Cl -7.8894 -1.3379 6.3497 0.52
H -6.7978 0.7004 6.7494 0.02
C -10.4094 4.8143 5.0058 -1.53
Cl -10.5048 6.1626 3.8690 0.53
Cl -10.3965 3.2710 4.1414 0.49
Cl -8.9795 4.9649 6.0328 0.52
H -11.2884 4.8404 5.6399 0.02
```